74
Properties=species:S:1:pos:R:3 method="wB97M-V/def2-TZVPD" e_homo_ev="-13.769 / -14.101" spin_multiplicity=5 orbital_gap_ev="7.17 / 6.70" total_charge=+2 s_squared=6.0260 e_tot_ev=-154632.560
C 2.49153 4.25316 -0.24312
C 1.46474 3.56845 -0.93063
C 1.51921 3.49299 -2.34739
C 2.50682 4.23283 -2.98162
N 3.38090 4.92179 -2.29923
C 3.43176 4.93549 -0.99647
C 0.44733 3.03886 -0.12507
C -0.32136 2.46166 0.66724
C -1.60124 2.41321 1.33380
C -1.96931 1.16027 2.06406
C -3.37699 0.77598 2.09144
C -4.31841 1.68803 1.66090
C -3.99620 3.03200 1.28394
C -2.62849 3.41364 1.11051
Fe -1.15404 -0.59100 1.49854
P 1.47003 -0.51835 0.45309
H 0.76942 2.96056 -2.92541
H 2.46270 4.33653 0.83821
H 2.53121 4.29077 -4.05497
H 4.17441 5.52257 -0.48869
H -2.39272 4.45719 0.78353
H -1.44734 0.63019 2.99006
H -4.85615 3.70726 1.10366
H -3.56905 -0.21724 2.52213
C 2.16870 -2.20760 0.73476
C 3.41805 -2.71591 0.01625
H 1.33717 -2.89369 0.51445
H 2.34663 -2.26604 1.81699
H 3.59639 -3.75558 0.30794
H 3.33782 -2.73539 -1.07388
H 4.33638 -2.18943 0.28628
C 1.97665 -0.19107 -1.31528
C 3.38070 0.31511 -1.66029
H 1.23611 0.53918 -1.66829
H 1.79619 -1.12412 -1.86872
H 3.46813 0.41231 -2.74967
H 3.58725 1.31529 -1.25781
H 4.18877 -0.36871 -1.36649
C 2.61386 0.58389 1.37258
C 4.09516 0.23017 1.43986
H 2.19800 0.61990 2.38736
H 2.47752 1.58535 0.94669
H 4.60845 0.96989 2.05690
H 4.29146 -0.73906 1.90641
H 4.60559 0.26401 0.47584
Br -6.21329 0.89531 1.55840
P -1.76230 -1.72138 -0.92186
C -0.71181 -2.70271 -2.04930
C -1.13192 -4.04382 -2.65717
H 0.21062 -2.87723 -1.46841
H -0.42264 -2.04248 -2.88010
H -0.27292 -4.46383 -3.19811
H -1.40765 -4.78949 -1.91170
H -1.94433 -3.97282 -3.38444
C -2.79973 -2.84173 0.07450
C -4.20610 -3.32343 -0.29398
H -2.91362 -2.32282 1.05023
H -2.19849 -3.73737 0.28513
H -4.61603 -3.91419 0.54165
H -4.92473 -2.51656 -0.45408
H -4.25042 -3.97903 -1.16849
C -2.76801 -0.62429 -1.95760
C -3.33676 -0.99876 -3.33128
H -2.09926 0.23497 -2.13128
H -3.58848 -0.23506 -1.33921
H -3.91048 -0.15205 -3.73158
H -2.56872 -1.20306 -4.08150
H -4.01594 -1.85149 -3.33061
C 0.34307 0.01268 5.89185
C 0.24529 -0.18378 4.46671
N 0.04651 -0.44752 3.34404
H -0.51051 0.59420 6.28065
H 1.26951 0.55611 6.09207
H 0.37543 -0.96366 6.39506



18
Properties=species:S:1:pos:R:3 method="wB97M-V/def2-TZVPD" e_homo_ev=-12.000 spin_multiplicity=1 orbital_gap_ev=2.93 total_charge=+1 e_tot_ev=-9342.146
O -0.11111 0.07235 1.40803
C -1.02537 0.66838 0.78241
C -0.96913 1.27029 -0.48694
C -0.04959 1.07160 -1.65860
C 1.53063 0.98201 -1.26761
N 1.96490 2.06504 -0.42420
N -1.41263 -4.11437 2.25318
H -1.94189 1.00578 1.36100
H -1.68098 2.14577 -0.66493
H -0.16118 1.94082 -2.33602
H -0.36216 0.20840 -2.29825
H 2.25778 0.95825 -2.15186
H 1.70917 0.10922 -0.70376
H -1.15605 -3.21083 1.77983
H 1.72003 1.95324 0.57162
H 3.00987 2.08596 -0.35509
H -2.36204 -4.30067 2.41317
H -0.96025 -4.91124 1.77802



23
Properties=species:S:1:pos:R:3 method="wB97M-V/def2-TZVPD" e_homo_ev=-11.866 spin_multiplicity=1 orbital_gap_ev=8.99 total_charge=+1 e_tot_ev=-12468.881
C -0.75573 -3.33742 -0.02786
C -0.85264 -1.85431 -0.29101
C 0.30696 -1.11607 -0.85772
N 0.34360 0.28823 -1.20589
N -2.06677 -1.26414 -0.10015
H -1.19341 -3.84253 -0.89824
H -1.41518 -3.63747 0.84870
H 0.18893 -3.74994 0.29430
H 1.28287 -1.66132 -0.94849
H 1.17061 0.85438 -0.76007
H -0.31571 0.93116 -0.90630
H 0.46825 0.48724 -2.31597
H -2.84984 -1.67420 0.31268
H -2.17932 -0.26074 -0.12178
H 2.24018 3.16814 -0.54979
H 2.61922 2.43174 0.78315
O 2.05713 2.42765 -0.04124
H 3.24123 1.73672 3.30268
H 4.02103 0.92267 2.10042
O 3.22767 1.50914 2.32531
H -2.47940 2.01678 0.26284
H -3.69832 1.31654 -0.35552
O -2.93861 1.76809 -0.38992



127
Properties=species:S:1:pos:R:3 method="wB97M-V/def2-TZVPD" e_homo_ev=-5.268 spin_multiplicity=1 orbital_gap_ev=6.21 total_charge=-1 e_tot_ev=-1110759.601
C -5.41435 -5.05486 1.71343
C -3.90453 -4.94478 1.52494
C -3.22068 -5.10512 2.85789
C -1.72897 -5.03988 2.79777
O -1.33081 -3.70021 2.86961
C -0.13383 -3.45336 3.54796
N 0.96119 -4.26184 3.05386
C 0.12218 -1.94738 3.33663
C -1.07153 -1.22363 2.84356
O -1.91235 -0.71712 3.48745
Br -1.12044 -1.06748 0.86651
C -0.28566 -3.68231 5.07536
O 0.75032 -4.13274 5.64399
O -1.37062 -3.36102 5.53029
H -5.59735 -5.73418 2.52132
H -5.94512 -5.37978 0.84638
H -5.77608 -4.09924 2.04497
H -3.69794 -3.97706 1.11773
H -3.57198 -5.70344 0.83746
H -3.55067 -6.03090 3.29565
H -3.52187 -4.28601 3.48163
H -1.34132 -5.61736 3.62005
H -1.36451 -5.50072 1.89625
H 0.96439 -4.26801 2.04391
H 1.79780 -3.79628 3.36739
H 0.91087 -1.79108 2.62645
H 0.34421 -1.49934 4.28083
C -6.05129 -2.00827 -0.91718
Cl -5.56436 -0.93707 -2.23277
Cl -7.81562 -2.05164 -0.82033
Cl -5.42840 -3.62713 -1.19759
Cl -5.39173 -1.38655 0.59662
C 1.17419 -8.28301 3.50836
Cl 0.97697 -9.83434 4.35841
Cl -0.01374 -8.21826 2.20195
Cl 0.96956 -6.95567 4.61683
Cl 2.80024 -8.23736 2.79756
C -1.51233 1.60601 -2.21554
Cl -0.97557 2.79584 -3.40926
Cl -3.26914 1.57441 -2.16770
Cl -0.88843 0.02534 -2.69274
Cl -0.92017 2.05424 -0.62358
C 1.27978 4.67478 1.18361
Cl 2.49249 4.61539 -0.09672
Cl 0.99813 3.04474 1.79228
Cl 1.82564 5.71906 2.49461
Cl -0.21556 5.32649 0.50902
C 4.99689 -6.02915 5.57851
Cl 3.76083 -5.19536 4.66456
Cl 4.38103 -7.60785 6.07493
Cl 6.43000 -6.26766 4.55844
Cl 5.46613 -5.12736 7.02585
C 2.06250 -8.38338 -3.50566
Cl 2.15469 -10.00300 -2.81845
Cl 2.96315 -7.25594 -2.49216
Cl 2.76034 -8.39480 -5.13016
Cl 0.37596 -7.87545 -3.59401
C 7.53186 -2.08783 9.39075
Cl 8.43172 -1.99777 7.87604
Cl 6.41552 -0.73148 9.51530
Cl 6.68296 -3.63205 9.48381
Cl 8.66683 -1.99645 10.74358
C 3.34980 6.96516 -3.68185
Cl 2.39009 8.08795 -2.71644
Cl 2.31627 6.20476 -4.89178
Cl 4.65636 7.84117 -4.48247
Cl 4.03073 5.72457 -2.63199
C -5.34193 3.98144 0.72308
Cl -3.66961 4.09280 0.19954
Cl -6.32499 5.07693 -0.25138
Cl -5.90779 2.32367 0.47499
Cl -5.46802 4.40301 2.42884
C -9.54267 4.05594 -2.84210
Cl -10.38132 3.08164 -4.05223
Cl -10.71768 4.72500 -1.70973
Cl -8.37512 3.06257 -1.98249
Cl -8.67253 5.37520 -3.63543
C 7.80118 4.25438 -2.15339
Cl 8.82653 5.58821 -1.62488
Cl 8.67466 2.73374 -1.98697
Cl 6.34090 4.21212 -1.16898
Cl 7.35325 4.49419 -3.84464
C 2.10459 -2.98236 -4.45213
Cl 2.23800 -4.66723 -3.95367
Cl 3.58458 -2.12985 -4.00927
Cl 1.88089 -2.90330 -6.20392
Cl 0.73043 -2.19635 -3.66918
C 5.97904 -2.08597 -7.43084
Cl 4.62796 -1.18570 -8.11899
Cl 5.49442 -3.75630 -7.14517
Cl 7.34058 -2.05101 -8.55569
Cl 6.45937 -1.34667 -5.90570
C 3.03872 1.09798 7.75641
Cl 4.59731 0.98463 6.91803
Cl 2.08167 2.38944 7.01856
Cl 2.17513 -0.42013 7.63999
Cl 3.34159 1.51472 9.45535
C -7.08255 0.91231 4.41843
Cl -5.63047 1.67217 5.07133
Cl -8.35493 2.12521 4.22329
Cl -6.67051 0.22725 2.85279
Cl -7.63781 -0.35652 5.50902
C -1.88267 3.29580 6.57546
Cl -1.50122 2.18901 7.89016
Cl -1.10881 4.85700 6.87090
Cl -1.30811 2.62874 5.05175
Cl -3.63476 3.52001 6.48625
C 8.23029 8.83313 -6.14508
Cl 8.10894 7.16647 -5.59062
Cl 6.87445 9.19554 -7.21658
Cl 8.17963 9.91518 -4.75301
Cl 9.74721 9.06306 -7.01667
C -1.70063 0.92756 -7.33726
Cl -0.56068 1.97105 -8.19512
Cl -0.80898 -0.22804 -6.35157
Cl -2.73045 1.91729 -6.30549
Cl -2.69599 0.06048 -8.51032
C -4.86967 5.74831 -5.15314
Cl -6.04424 5.20937 -6.35399
Cl -5.56877 7.04588 -4.18240
Cl -4.44439 4.40571 -4.09614
Cl -3.42138 6.34071 -5.96845
C 0.53387 6.55877 -8.73755
Cl 1.89188 7.58236 -8.27567
Cl -0.88355 7.56350 -9.04405
Cl 0.94470 5.66001 -10.19916
Cl 0.17104 5.42076 -7.43872



91
Properties=species:S:1:pos:R:3 method="wB97M-V/def2-TZVPD" e_homo_ev="-10.968 / -12.205" spin_multiplicity=8 orbital_gap_ev="4.73 / 5.78" total_charge=+2 s_squared=16.0514 e_tot_ev=-107569.818
Gd 0.00000 0.00000 0.00000
C 1.33241 1.54446 -2.04605
C 2.17546 1.65636 -0.72727
N 2.06878 0.56862 0.23659
C 2.64554 -0.73250 -0.09924
C 2.14363 -1.56237 -1.29911
S 0.36026 -2.03280 -1.35228
C -0.10151 -1.16728 -2.91372
C -0.68290 0.25742 -2.78189
N -0.05591 1.15143 -1.82829
H 1.34526 2.51768 -2.55110
H 1.83869 0.85683 -2.72812
H 3.22691 1.82725 -0.98653
H 1.83673 2.56502 -0.21422
H 2.33368 0.80131 1.32972
H 3.72990 -0.60399 -0.20905
H 2.52133 -1.36346 0.79072
H 2.45199 -1.09302 -2.23539
H 2.68231 -2.51770 -1.27459
H 0.75931 -1.16177 -3.59032
H -0.85759 -1.79514 -3.39905
H -0.71369 0.72732 -3.77214
H -1.73005 0.14944 -2.47250
H -0.79693 2.12747 -1.54392
N -3.14276 0.72928 0.06949
P -1.57087 2.31128 -0.02765
C -3.09296 3.38037 0.08630
C -2.57440 4.68290 0.08907
C -3.41805 5.79531 0.11792
C -4.80229 5.62341 0.13479
C -5.34384 4.33836 0.12395
C -4.50543 3.21898 0.10057
C -1.39512 2.43180 1.73651
C -2.36873 2.37154 2.77011
C -2.00698 2.63278 4.09169
C -0.68406 2.94844 4.39935
C 0.27669 3.00884 3.38235
C -0.08105 2.74531 2.05232
P -2.35146 -1.34894 0.56104
C -4.24086 -1.36317 0.75267
C -4.93629 -0.81191 1.86853
C -6.26860 -1.15528 2.10898
C -6.91375 -2.05840 1.26205
C -6.22600 -2.61591 0.17811
C -4.89268 -2.27363 -0.06689
C -1.93404 -1.62259 2.02308
C -2.13822 -2.97934 2.30293
C -1.67185 -3.52705 3.50516
C -0.99788 -2.72356 4.43015
C -0.78039 -1.37656 4.14932
C -1.24129 -0.83454 2.94994
H -3.51328 0.66853 -0.90575
H -1.50118 4.83938 0.07815
H -2.99890 6.79308 0.12814
H -5.45632 6.48548 0.15645
H -6.41829 4.20617 0.13583
H -4.98361 2.25333 0.09776
H -3.39545 2.10884 2.55591
H -2.75277 2.57666 4.87546
H -0.40523 3.13920 5.42778
H 1.30132 3.24874 3.63177
H 0.67394 2.77722 1.27689
H -4.44906 -0.10266 2.53226
H -6.79809 -0.72064 2.94642
H -7.94639 -2.32488 1.44650
H -6.73157 -3.31415 -0.47637
H -4.37018 -2.70010 -0.90821
H -2.65776 -3.61485 1.59637
H -1.83158 -4.57373 3.72288
H -0.63808 -3.14229 5.36122
H -0.25178 -0.74822 4.85581
H -1.04123 0.18990 2.75664
N 3.49466 -0.20629 1.52799
C 2.34182 -0.75555 1.95698
S 1.58459 -1.91386 1.03463
N 1.78467 -0.31471 3.11087
C 2.32026 0.44560 4.17058
C 1.41302 1.01558 5.07201
C 1.86537 1.78128 6.14997
C 3.23104 1.96568 6.34906
C 4.14222 1.37374 5.47806
C 3.68882 0.61138 4.39703
H 3.79657 -0.47040 0.59796
H 3.67573 0.75651 1.78088
H 0.82359 -0.61850 3.22673
H 0.34191 0.88859 4.93666
H 1.15099 2.23278 6.83376
H 3.58568 2.55733 7.18909
H 5.20981 1.48969 5.64739
H 4.43017 0.11502 3.77904
H -0.11297 0.43133 2.03015



21
Properties=species:S:1:pos:R:3 method="wB97M-V/def2-TZVPD" e_homo_ev=-7.741 spin_multiplicity=1 orbital_gap_ev=3.60 total_charge=0 e_tot_ev=-29562.265
S 2.39654 1.43743 -0.92194
S -2.90598 -0.18993 -1.01380
C -1.32645 -0.57503 -0.53358
C -1.01765 0.07623 1.00761
C -1.55346 1.49545 1.22174
N 0.36051 0.07895 1.21005
C 1.08654 -1.14969 0.97145
H 3.57320 0.82675 -0.74089
H -1.19204 -1.64863 -0.40244
H -0.60892 -0.10565 -1.20058
H -1.52094 -0.63891 1.65959
H -0.78803 2.26304 1.22850
H -2.28694 1.76534 0.46181
H -2.14955 1.51111 2.11517
H 0.78553 0.82496 0.63207
H 2.14762 -0.99248 1.15181
H 0.82698 -2.01405 1.59441
H 1.02032 -1.49626 -0.07081
H 1.11576 -0.60538 -3.56644
H 1.19861 -0.05067 -2.13766
O 0.83835 -0.81255 -2.66607